1.
Entry from OMol25: C36H37AgN4O2 as an isolated structure (ωB97M-V/def2-TZVPD).

XYZ file:
```
80
Properties=species:S:1:pos:R:3:forces:R:3
Ag -0.65988 -1.42657 -1.23766 0.01 0.05 -0.01
C -2.24234 -0.07582 1.89956 0.00 0.00 -0.02
C -0.99906 -0.20370 2.77955 0.00 0.00 0.03
C -1.29546 -1.02068 4.03826 0.01 0.01 -0.01
C 0.16197 -0.78636 2.00384 -0.01 0.00 -0.02
C 1.34432 -0.07123 1.85332 0.01 -0.01 0.00
C 2.40106 -0.57473 1.11096 0.01 0.00 -0.01
C 2.32187 -1.82142 0.50145 -0.01 0.00 -0.01
C 3.46862 -2.35537 -0.31311 0.00 -0.01 0.02
C 1.14925 -2.55535 0.67180 0.02 -0.01 0.02
C 0.08428 -2.04685 1.41304 0.01 0.03 -0.03
H -3.06003 0.38945 2.45401 0.00 0.00 0.00
H -2.58148 -1.05901 1.56179 0.00 -0.01 0.00
H -2.02920 0.53730 1.02203 -0.01 0.00 0.00
H -0.70253 0.80424 3.08441 0.00 0.00 0.00
H -1.60225 -2.03670 3.77818 0.00 0.00 0.00
H -2.10352 -0.56399 4.61278 0.00 0.00 0.00
H -0.41513 -1.09017 4.67875 0.00 0.00 0.00
H 1.43613 0.90355 2.31954 0.00 0.01 0.00
H 3.30448 0.01604 1.00248 0.00 0.00 0.00
H 3.32611 -3.40870 -0.55331 0.00 0.01 0.00
H 4.41160 -2.25259 0.22582 0.00 0.00 -0.01
H 3.56835 -1.80511 -1.25198 0.00 -0.01 -0.01
H 1.08081 -3.55149 0.24652 -0.01 0.00 0.00
H -0.80603 -2.65286 1.54359 -0.01 0.00 -0.01
C 2.41696 -5.91520 -2.98863 0.00 0.00 0.00
C 2.43371 -4.53517 -3.12420 0.00 0.00 -0.01
C 1.30397 -3.79729 -2.80612 0.00 0.00 0.01
C 0.15745 -4.45117 -2.37907 0.02 -0.01 0.01
C 0.13216 -5.83552 -2.23784 -0.01 0.01 0.00
C 1.26961 -6.56199 -2.53995 0.00 0.00 0.00
N -0.96302 -3.61872 -2.08227 -0.04 -0.05 -0.02
N -2.05621 -4.19487 -2.04792 0.03 0.03 0.00
C -3.16991 -3.34147 -1.76727 0.01 0.02 0.01
C -4.41385 -3.80947 -2.15421 -0.01 -0.02 -0.01
C -5.50509 -2.97847 -1.95632 0.00 0.00 -0.01
C -5.30353 -1.73508 -1.38143 0.01 -0.01 0.01
C -4.01651 -1.36995 -1.00847 -0.01 0.02 0.01
N -2.97063 -2.16889 -1.18424 0.00 -0.04 -0.02
H 3.30167 -6.49134 -3.22606 0.00 0.00 0.00
H 3.32744 -4.03131 -3.46727 0.00 0.00 0.00
H 1.29449 -2.71619 -2.88891 0.00 0.00 0.00
H -0.76835 -6.31938 -1.88741 0.00 0.00 0.00
H 1.26609 -7.63768 -2.42391 0.00 0.00 0.00
H -4.49830 -4.78574 -2.60979 0.00 0.00 0.00
H -6.49582 -3.29462 -2.25439 0.00 0.00 0.00
H -6.12480 -1.05194 -1.21795 0.00 0.01 0.00
H -3.81012 -0.40374 -0.56750 0.00 0.00 0.00
C 4.42987 4.41848 1.56100 0.00 0.01 0.00
C 3.00549 4.17491 1.98511 0.00 0.00 -0.01
C 2.58580 4.57223 3.25071 0.01 0.01 0.00
C 1.27956 4.37577 3.66912 0.00 0.01 0.01
C 0.37462 3.77029 2.81392 0.00 -0.01 -0.01
C 0.77622 3.36792 1.54742 0.01 0.01 -0.03
N -0.17238 2.72514 0.69888 0.04 0.02 -0.01
C -0.77544 3.44360 -0.33305 -0.01 -0.03 -0.01
C -0.92627 4.83211 -0.25358 0.00 -0.02 0.01
C -1.58428 5.52931 -1.25136 0.00 0.00 0.00
C -2.11977 4.86591 -2.34741 -0.01 0.01 0.00
C -1.97624 3.49125 -2.42962 -0.01 0.00 -0.01
C -1.29921 2.76942 -1.45390 0.05 -0.01 -0.01
C -1.15161 1.28371 -1.64926 -0.09 0.01 0.01
O -0.13982 0.72395 -1.08744 0.00 -0.09 0.00
O -1.99358 0.66534 -2.31544 0.04 0.06 0.04
C 2.09395 3.56293 1.11580 -0.04 -0.01 0.01
C 2.50016 3.14334 -0.27261 0.02 0.02 0.01
H 4.97146 4.96785 2.32984 0.00 0.00 0.00
H 4.47644 4.99498 0.63525 0.01 0.00 0.00
H 4.96106 3.48070 1.38260 0.00 0.00 0.00
H 3.29729 5.04721 3.91623 0.00 0.00 0.00
H 0.97094 4.69388 4.65672 0.00 -0.01 0.00
H -0.65371 3.59759 3.10605 0.00 0.01 0.01
H 0.12163 1.81000 0.35896 -0.03 0.02 0.01
H -0.52544 5.35845 0.60324 0.00 0.00 0.00
H -1.68350 6.60482 -1.16684 0.00 0.00 0.00
H -2.63876 5.41227 -3.12360 0.00 0.00 0.00
H -2.38419 2.93739 -3.26522 0.00 0.00 0.00
H 2.33484 3.96041 -0.98186 0.01 -0.01 0.01
H 1.91946 2.29270 -0.62732 0.00 -0.01 0.00
H 3.55612 2.87945 -0.31684 0.00 0.00 0.00
```
Forces are in eV/Å.

HOMO-LUMO gap, eV: 6.2
LUMO level, eV: -1.2
DFT total energy, Ha: -1910.538415
F_max, eV/Å: 0.09

Here are the Löwdin charges for atoms 1 to 5, given in e: atom 1 (Ag): 0.7989, atom 2 (C): -0.0636, atom 3 (C): -0.3772, atom 4 (C): -0.0619, atom 5 (C): -0.2151



2.
Entry from OMol25: a 10-piece molecular cluster, C36H37F17N11O2P overall in a non-equilibrium geometry (ωB97M-V/def2-TZVPD).

XYZ file:
```
104
Properties=species:S:1:pos:R:3:forces:R:3
N 3.48494 -4.87184 2.06880 -1.67 -0.04 -0.57
P 2.00279 -4.49859 1.52385 3.04 -1.09 0.17
C 2.03203 -3.32030 0.05443 -0.50 2.91 -3.08
C 1.78970 -3.77782 -1.43421 0.63 3.74 0.62
C 1.83601 -2.71938 -2.59228 0.40 1.07 3.31
C 2.13858 -1.19711 -2.35605 0.02 -2.44 3.31
C 2.36123 -0.76073 -0.89003 -0.29 -3.53 -0.65
C 2.29996 -1.81362 0.25707 -0.28 0.37 -2.44
C 2.56273 -0.93344 1.55466 0.53 -2.29 1.54
O 3.01617 -1.33733 2.65486 -2.16 2.00 -4.21
N 2.21854 0.47709 1.19236 0.86 0.17 -0.73
C 0.72647 0.77390 1.18053 0.35 -0.94 1.35
C 0.34450 1.29058 2.64985 0.60 1.54 -0.26
C -0.77140 2.46811 2.65105 1.93 -0.10 1.88
F -0.41202 3.54156 1.79901 -1.14 -2.34 1.44
F -0.70906 3.00811 3.99512 -0.35 -0.93 -2.70
C -2.27510 1.93379 2.47439 -0.75 0.84 1.49
F -3.08063 2.72153 3.37358 1.36 -1.98 -2.36
F -2.35492 0.60443 2.94530 0.10 2.49 -1.30
C -2.87230 2.13216 0.97116 0.76 2.96 0.53
F -1.88812 1.91426 -0.01891 -2.32 -0.26 2.04
F -3.13016 3.54916 0.91796 0.58 -3.33 0.10
C -4.28106 1.41820 0.72352 -2.69 1.87 -0.31
F -4.97755 1.12384 1.94405 2.24 0.19 -2.88
F -5.12540 2.41221 0.10574 2.04 -2.41 1.12
C -4.31761 0.18904 -0.29380 -1.52 0.63 -2.43
F -3.82292 0.56185 -1.59384 -0.71 -0.44 3.42
F -5.71573 -0.03934 -0.54934 3.39 -0.16 1.10
C -3.51822 -1.12954 0.10675 1.33 -1.47 -1.80
F -3.40092 -1.88364 -1.11733 -0.53 1.46 2.85
F -2.16698 -0.88408 0.49177 -3.34 -0.05 -0.55
C -4.17814 -2.11084 1.16469 -1.39 -1.53 2.45
F -5.53078 -2.48365 0.88031 3.25 1.33 -0.01
F -4.21627 -1.59882 2.50538 0.40 -0.55 -3.49
C -3.41270 -3.54296 1.32946 -0.65 -1.91 1.80
F -2.09268 -3.42112 1.78880 -3.07 -0.30 -1.83
F -3.57532 -4.38966 0.21758 1.02 2.34 2.51
F -4.12404 -4.19115 2.39625 1.72 1.49 -2.59
C 2.69001 0.64501 -0.22131 0.97 0.04 -1.92
O 3.24899 1.63692 -0.73519 -2.51 -3.54 2.24
H 3.63794 -5.88849 1.97206 -0.07 0.76 -0.07
H 1.37938 -5.72044 1.08625 -0.45 1.09 -0.03
H 1.23607 -3.94175 2.60228 -0.14 0.15 -1.02
H 1.57585 -4.88349 -1.69460 0.61 2.40 0.67
H 1.62976 -3.11114 -3.64196 0.42 0.76 1.59
H 2.18641 -0.42329 -3.19921 0.01 -1.71 1.65
H 0.56410 1.52774 0.34368 -0.12 -1.01 1.30
H 0.21649 -0.23632 1.02816 0.21 1.54 -0.37
H 1.29406 1.80255 3.06823 -1.62 -0.66 -0.74
H 0.10023 0.45978 3.40074 0.00 1.25 -1.35
C -1.74931 -6.54068 -2.90708 0.80 0.03 0.44
C -0.43295 -6.51686 -2.19121 2.20 -0.05 1.23
N 0.60405 -6.49816 -1.62697 -3.67 -0.57 -1.85
H -2.34627 -5.67541 -2.61423 0.12 -0.06 0.02
H -1.58538 -6.51248 -3.98540 0.06 0.00 0.13
H -2.29315 -7.45174 -2.65275 0.12 0.08 0.02
C 6.46516 -2.08420 -1.83111 -1.19 -0.50 0.30
C 5.41294 -3.15059 -1.88832 -1.70 -1.87 -0.02
N 4.58341 -3.99108 -1.93341 2.93 2.53 0.06
H 6.02372 -1.14436 -1.49876 -0.12 -0.21 -0.10
H 7.24877 -2.37510 -1.13349 -0.21 0.06 -0.10
H 6.90232 -1.94219 -2.81690 -0.15 -0.16 0.22
C 8.13535 -6.34946 -1.06344 0.01 0.81 -0.38
C 8.25218 -5.01833 -1.74140 0.23 2.21 -1.17
N 8.34425 -3.96907 -2.27408 0.22 -3.87 1.52
H 8.08811 -7.14312 -1.81064 0.00 0.14 0.02
H 9.00136 -6.51554 -0.42087 -0.06 0.09 -0.09
H 7.22934 -6.37729 -0.45564 0.06 0.10 -0.10
C 8.77859 0.41063 -4.86362 -0.56 0.00 0.73
C 7.86298 0.43778 -3.67708 -1.54 0.16 2.03
N 7.14199 0.45915 -2.74270 2.52 0.42 -3.21
H 9.78456 0.12845 -4.54923 -0.14 0.01 0.04
H 8.41707 -0.31434 -5.59454 -0.01 0.05 0.12
H 8.81364 1.39753 -5.32753 -0.05 -0.08 0.10
C -8.60445 -3.04922 1.52746 -0.54 -0.60 -0.47
C -9.50767 -3.99526 0.79470 -1.56 -1.61 -1.24
N -10.21862 -4.74010 0.21788 2.29 2.39 1.84
H -7.58521 -3.14115 1.14941 -0.27 -0.06 0.04
H -8.94631 -2.02300 1.38389 -0.02 -0.13 -0.02
H -8.61076 -3.28047 2.59378 -0.04 -0.03 -0.12
C -4.51819 5.24014 4.58455 -0.04 0.38 0.91
C -4.61409 5.88610 5.93420 -0.20 1.08 2.31
N -4.68951 6.39531 6.99690 0.26 -1.61 -3.41
H -5.44618 5.39496 4.03185 0.09 0.05 0.09
H -3.69174 5.67646 4.02121 -0.17 -0.08 0.09
H -4.34566 4.16922 4.69702 -0.04 0.16 0.09
C -0.57783 1.27326 -5.48107 0.78 -0.44 0.20
C 0.70349 0.55893 -5.17463 2.18 -1.19 0.44
N 1.71293 -0.00383 -4.93326 -3.46 2.09 -1.51
H -0.43278 2.35069 -5.38851 0.06 -0.13 0.01
H -0.89674 1.04247 -6.49864 0.10 -0.02 0.10
H -1.35482 0.95676 -4.78332 0.13 -0.01 -0.03
C -1.28065 8.29102 3.26243 -0.59 -0.66 -0.34
C -2.18702 7.34300 2.53661 -1.51 -1.59 -1.24
N -2.90156 6.59576 1.96449 2.32 2.43 1.76
H -0.26293 8.19497 2.88307 -0.16 0.01 0.02
H -1.62032 9.31644 3.11332 0.04 -0.15 -0.02
H -1.28574 8.06561 4.33039 -0.08 -0.06 -0.11
C -0.54957 9.71999 -0.66106 0.34 0.23 0.80
C 0.01496 10.11924 0.66907 1.01 0.75 2.22
N 0.45905 10.43379 1.71689 -1.42 -0.99 -3.43
H -1.03094 8.74368 -0.58168 0.06 0.09 0.07
H -1.28666 10.45549 -0.98683 0.09 -0.04 0.10
H 0.24993 9.66428 -1.40142 -0.03 0.03 0.14
```
Forces are in eV/Å.

HOMO-LUMO gap, eV: 7.4
LUMO level, eV: -0.6
DFT total energy, Ha: -4185.389788
F_max, eV/Å: 5.14

Here are the Löwdin charges for atoms 1 to 5, given in e: atom 1 (N): -0.3434, atom 2 (P): 0.7028, atom 3 (C): -0.2477, atom 4 (C): -0.0716, atom 5 (C): -0.0427